[1]
A molecular structure, C35H36N9S3Tc in a non-equilibrium geometry, computed with ωB97M-V with the def2-TZVPD basis set.

XYZ file:
```
84
Properties=species:S:1:pos:R:3:lowdin_charge:R:1
Tc -0.27008 1.60413 -0.10443 1.37
C -3.33828 4.00683 -2.02103 -0.03
C -2.12708 3.61043 -1.46393 -0.06
N -1.99078 2.41543 -0.88753 -0.06
C -3.08608 1.61433 -0.84033 -0.15
C -4.30068 2.06183 -1.37633 -0.01
N -4.40418 3.22973 -1.96433 0.15
C -2.85408 0.30343 -0.24973 -0.17
C -3.79818 -0.70187 -0.09063 0.10
C -3.40848 -1.93187 0.44107 -0.09
C -2.07338 -2.07897 0.85017 0.08
C -1.18548 -1.02617 0.71727 -0.15
N -1.57198 0.12763 0.13917 -0.05
C 0.23212 -0.95397 1.25787 -0.32
C 0.33842 -1.59047 2.63397 0.03
N 0.86062 -1.01227 3.62797 0.16
C 1.33422 0.24973 3.52287 0.04
C 1.19682 0.94403 2.34737 -0.13
N 0.58862 0.46163 1.26267 -0.08
C -4.37788 -3.03137 0.57747 -0.17
C -4.25248 -3.98027 1.59487 0.01
C -5.18578 -5.00777 1.66757 -0.09
N -6.17028 -5.08017 0.81067 0.10
C -6.33578 -4.20977 -0.15053 -0.09
C -5.44828 -3.15377 -0.31353 0.01
H -3.44538 4.95113 -2.53473 0.14
H -1.25008 4.24293 -1.51323 0.10
H -5.19688 1.46023 -1.34583 0.14
H -4.82638 -0.52327 -0.35703 0.13
H -1.74688 -3.01777 1.26437 0.12
H -0.00698 -2.60667 2.74827 0.15
H 1.75832 0.68673 4.40967 0.15
H 1.50722 1.97383 2.29197 0.05
H -3.47828 -3.91637 2.34157 0.11
H -5.13108 -5.77687 2.42567 0.13
H -7.18408 -4.35157 -0.80503 0.13
H -5.59458 -2.46427 -1.12773 0.11
C 5.31532 3.24373 2.36317 -0.51
C 5.49442 2.22693 1.23767 -0.49
S 3.96992 1.33583 0.78057 0.87
C 3.57782 1.98003 -0.88843 -0.50
C 3.09662 3.41423 -0.87963 -0.47
S 1.41602 3.61063 -0.15403 0.84
C 1.66872 4.70903 1.29977 -0.46
C 2.71232 4.36343 2.35247 -0.49
S 4.44512 4.76123 1.86937 0.92
H 6.30262 3.57833 2.68307 0.09
H 4.80222 2.80753 3.21827 0.08
H 6.18032 1.45173 1.58327 0.08
H 5.90612 2.68853 0.34177 0.09
H 2.80772 1.30743 -1.27423 0.04
H 4.47052 1.88633 -1.50963 0.10
H 3.05462 3.79983 -1.89863 0.09
H 3.75902 4.05823 -0.29903 0.02
H 0.67932 4.73193 1.76347 0.08
H 1.87842 5.69623 0.88657 0.09
H 2.69552 3.32203 2.66327 0.03
H 2.50242 4.98823 3.22497 0.09
N -1.73948 -0.91887 -4.64513 0.19
C -0.99698 0.04383 -4.10293 -0.33
C -0.69598 0.08563 -2.71483 -0.05
N -0.06258 1.12113 -2.17063 -0.08
C 0.39472 2.06353 -3.00743 -0.13
C 0.13292 1.99203 -4.37483 -0.06
N -0.57978 1.03133 -4.90123 0.17
H -2.05798 -1.71717 -4.12483 0.12
H -1.90038 -0.88737 -5.64123 0.14
H -1.02128 -0.72297 -2.07833 0.11
H 0.93422 2.89993 -2.59503 0.06
H 0.48412 2.76033 -5.04803 0.14
C 1.34542 -1.61107 0.34077 -0.04
C 1.61822 -3.07487 0.48617 -0.25
C 0.69102 -4.03727 0.08717 -0.05
C 1.00272 -5.38117 0.15187 -0.05
C 2.25522 -5.78537 0.59867 -0.04
C 3.19332 -4.83537 0.98257 -0.04
C 2.86752 -3.49307 0.95107 -0.02
H 1.08082 -1.36477 -0.69033 0.12
H 2.26402 -1.07357 0.59207 0.09
H -0.26848 -3.72407 -0.29783 0.10
H 0.27742 -6.11847 -0.15373 0.12
H 2.49692 -6.83557 0.64257 0.12
H 4.17572 -5.14707 1.30167 0.12
H 3.59722 -2.75937 1.26077 0.12
```

Kohn-Sham gap (spin up / spin down): 4.0270 / 4.0279 eV
Strongest force on any atom: 2.61 eV Å⁻¹
Molecular weight: 776.9 g mol⁻¹
Lowest unoccupied orbital energy (spin up / spin down): -11.64 / -11.64 eV
Total energy: -84967.433 eV
Charge: +3
2S+1: 2

[2]
A molecular structure, C35H37BInN11O3PS in a non-equilibrium geometry, computed with ωB97M-V with the def2-TZVPD basis set.

XYZ file:
```
90
Properties=species:S:1:pos:R:3:lowdin_charge:R:1
In 0.70922 -0.81735 0.24822 0.84
C 0.73184 -0.22907 4.04410 -0.09
C 1.73713 -1.09602 3.60892 -0.21
N 1.23131 -2.09248 2.90488 0.05
N -0.09042 -1.89613 2.86132 -0.08
C -0.42146 -0.78086 3.53984 -0.11
B -1.06603 -2.92193 2.30346 -0.74
N -2.16768 -2.16629 1.53971 0.01
C -3.49961 -2.24157 1.66154 -0.06
C -4.06103 -1.32453 0.79578 -0.05
C -2.96893 -0.72749 0.16871 -0.15
N -1.84073 -1.24742 0.62989 -0.01
N -0.32058 -3.85702 1.34820 0.02
C -0.37268 -5.19356 1.29974 -0.05
C 0.49977 -5.62273 0.32186 -0.05
C 1.04881 -4.44588 -0.18164 -0.17
N 0.53854 -3.39714 0.44405 -0.02
N -1.67924 -3.71342 3.44616 -0.01
C -1.35530 -3.68225 4.75596 -0.06
C -2.15243 -4.58928 5.41243 -0.07
C -2.94590 -5.14154 4.40112 -0.16
N -2.65018 -4.61014 3.23144 0.04
H 0.84115 0.65905 4.63490 0.09
H 2.79188 -1.03403 3.79549 0.10
H -1.44286 -0.47075 3.63809 0.13
H -3.95284 -2.94688 2.32838 0.10
H -5.10112 -1.11595 0.64798 0.09
H -2.93953 0.03390 -0.58814 0.10
H -1.03283 -5.74310 1.93839 0.11
H 0.70856 -6.63217 0.03185 0.09
H 1.78167 -4.30909 -0.95474 0.10
H -0.59167 -3.03396 5.13441 0.12
H -2.16572 -4.82173 6.45753 0.08
H -3.70655 -5.89359 4.47697 0.10
O 0.10599 -0.21530 -4.92781 0.13
C -0.31214 0.41523 -3.98222 -0.40
O -0.57592 -0.16793 -2.77494 -0.04
C -0.59340 1.85816 -4.00232 -0.12
C -0.89355 2.43716 -5.23800 -0.01
C -1.16480 3.78555 -5.32434 -0.06
C -1.11111 4.57913 -4.18645 -0.06
C -0.76825 4.02202 -2.97013 -0.08
C -0.52300 2.65570 -2.85498 -0.28
P 0.00876 1.92981 -1.25348 1.08
C -1.36791 2.43164 -0.17034 -0.37
C -2.61046 2.84421 -0.64014 -0.09
C -3.63423 3.10748 0.25198 -0.08
C -3.43255 2.95705 1.61222 -0.08
C -2.20479 2.52197 2.08443 -0.07
C -1.18237 2.24271 1.19865 -0.13
C 1.28755 3.18975 -0.88310 -0.39
C 1.19435 4.18462 0.07678 -0.11
C 2.28432 4.99297 0.34323 -0.08
C 3.46908 4.82061 -0.34908 -0.11
C 3.56011 3.84817 -1.33075 -0.11
C 2.47736 3.03348 -1.58868 -0.12
H -0.90323 1.80425 -6.11311 0.12
H -1.41773 4.22260 -6.27645 0.10
H -1.32188 5.63596 -4.25632 0.11
H -0.70511 4.65017 -2.09304 0.11
H -2.78334 2.95331 -1.70173 0.10
H -4.59511 3.42770 -0.12178 0.10
H -4.23403 3.17100 2.30141 0.10
H -2.04628 2.39194 3.14395 0.11
H -0.22535 1.89097 1.56806 0.07
H 0.27436 4.32041 0.62254 0.10
H 2.20883 5.75313 1.10469 0.10
H 4.32405 5.43982 -0.12081 0.10
H 4.47952 3.72009 -1.88336 0.10
H 2.54377 2.25367 -2.33605 0.11
N 3.56356 -0.53561 -0.35937 -0.02
N 4.40621 0.54814 -0.14101 -0.10
C 4.17007 1.43390 0.85966 -0.90
N 5.19602 2.27343 1.15533 0.08
S 2.77110 1.49847 1.71849 0.67
H 3.92073 -1.39422 0.05707 0.10
H 3.37534 -0.67030 -1.34710 0.08
H 5.33968 0.53703 -0.54902 0.15
H 5.96958 2.38346 0.51986 0.10
H 4.95372 3.07315 1.71819 0.08
C 1.47551 -2.61701 -3.86825 -0.06
O 1.24354 -1.59214 -2.89995 -0.15
C -0.03372 -1.39634 -2.45985 -0.47
C -0.99539 -2.52802 -2.35633 -0.01
H 0.90875 -2.41392 -4.77940 0.09
H 1.21322 -3.60352 -3.48164 0.08
H 2.54093 -2.57485 -4.08303 0.09
H -1.46606 -2.74619 -3.31871 0.10
H -1.77689 -2.27114 -1.64848 0.07
H -0.48199 -3.41112 -1.99175 0.06
```

Kohn-Sham gap (spin up / spin down): 6.3303 / 6.6391 eV
Strongest force on any atom: 1.30 eV Å⁻¹
Molecular weight: 848.4 g mol⁻¹
Lowest unoccupied orbital energy (spin up / spin down): 0.09 / -0.13 eV
Total energy: -85403.872 eV
2S+1: 2